Entry 1:
Density functional theory data (the ωB97M-V functional and the def2-TZVPD basis) for a molecular structure, C28H42AsCaF9NO23.

Structure (XYZ):
```
105
Properties=species:S:1:pos:R:3:forces:R:3
Ca 9.4459 -5.4272 4.0560 0.401 2.583 -1.497
As 7.9522 -4.1650 0.6794 0.290 1.608 0.012
F 7.4472 -5.6374 -0.1941 0.298 0.173 0.286
F 6.4888 -4.3411 1.6219 0.218 0.040 -0.191
F 8.5607 -2.7727 1.4971 -0.781 -0.763 -0.693
F 9.4031 -4.1927 -0.3374 -0.818 -0.296 0.448
F 7.0564 -3.1740 -0.4561 0.416 -0.551 0.091
F 8.7446 -5.1022 1.9615 0.011 -0.797 -0.799
C 12.1907 -4.9506 2.7619 -3.205 3.053 -1.721
O 11.4214 -6.1611 2.7157 0.537 -2.113 -0.054
O 11.2659 -4.0140 3.1681 1.370 -1.567 1.671
C 13.5452 -5.0274 3.4550 -0.055 0.046 0.394
F 14.0682 -3.8079 3.6596 -0.423 -0.495 0.236
F 13.4637 -5.6889 4.6411 0.236 0.274 -0.054
F 14.4599 -5.6795 2.7012 -0.181 -0.368 0.073
C 11.4802 -6.8574 1.4567 0.285 0.093 0.801
C 10.4265 -7.9095 1.3552 -0.441 -2.184 -1.829
H 10.8165 -8.5669 0.5574 0.086 0.082 -0.111
H 10.2994 -8.6848 2.1161 0.293 0.673 0.734
H 9.4369 -7.7268 0.9314 -0.010 1.007 0.531
H 12.4412 -7.3664 1.3430 0.189 0.134 0.321
H 11.4339 -6.1572 0.6203 -0.343 0.220 0.122
H 12.4010 -4.7289 1.7041 0.703 -0.071 -0.064
N 8.0713 -2.1360 4.5423 1.883 -0.141 1.923
O 9.0050 -1.4986 4.0646 -1.137 -0.020 -0.070
O 7.3058 -1.6788 5.4176 0.044 -0.370 -1.364
O 8.0474 -3.4190 4.3085 -0.294 -0.910 0.056
C 13.3782 -3.8860 -4.7821 -0.239 -0.469 -1.033
C 12.9848 -3.4264 -3.3994 1.220 -0.198 -0.206
C 12.0873 -4.3859 -2.6303 0.608 0.518 -0.544
O 12.6711 -4.3372 -1.3247 -1.390 -0.026 0.623
C 13.8429 -3.6768 -1.3258 0.153 -0.451 -0.692
O 14.5002 -3.4297 -0.3745 0.105 -0.029 0.260
O 14.1880 -3.4231 -2.6093 0.505 0.102 0.307
H 12.6285 -3.7468 -5.5654 -0.192 0.516 0.279
H 13.5223 -4.9688 -4.8443 0.131 -0.020 0.580
H 14.3149 -3.4574 -5.1364 -0.095 0.344 0.209
H 12.6936 -2.3791 -3.2872 -0.756 -0.162 -0.674
H 12.1491 -5.4094 -2.9990 0.048 -0.012 -0.044
H 11.0692 -4.0167 -2.7528 -0.187 -0.189 1.001
C 3.9368 -6.4238 3.9380 -1.059 0.393 -0.181
C 3.7381 -5.9822 5.3972 0.144 -2.410 0.333
C 4.6964 -6.6429 6.3949 -0.069 0.380 0.261
O 4.7918 -5.6016 7.3783 0.982 -0.826 0.181
C 4.5386 -4.4140 6.7888 0.758 0.961 0.240
O 4.8945 -3.3587 7.1944 -0.472 -0.280 0.283
O 3.8493 -4.6040 5.6599 -0.286 -0.073 -1.131
H 4.2138 -7.4693 3.7797 0.318 -0.026 0.728
H 4.6280 -5.8116 3.3587 0.047 0.227 0.249
H 2.9473 -6.4046 3.4735 0.116 0.403 -0.311
H 2.8074 -6.3827 5.8136 -0.669 0.672 -0.736
H 5.6323 -6.9812 5.9465 0.472 0.628 0.184
H 4.2863 -7.5138 6.9049 -0.254 0.023 -0.159
C 4.7109 -10.4874 3.9126 -0.741 -0.090 -1.247
C 6.0568 -10.3005 3.2402 1.196 0.077 0.625
C 6.0365 -9.8152 1.7796 -0.887 -1.326 0.437
O 6.9198 -8.7087 1.7580 -0.680 0.484 -0.930
C 7.2349 -8.3560 2.9840 1.484 0.539 1.332
O 7.9105 -7.4004 3.2877 -0.424 -0.234 -0.091
O 6.8526 -9.2641 3.8803 -0.848 0.487 0.191
H 4.2104 -11.3138 3.3927 0.428 -0.645 0.568
H 3.9386 -9.7543 3.6516 0.671 0.769 0.231
H 4.7502 -10.6035 4.9902 0.124 -0.264 -0.042
H 6.7363 -11.1429 3.3939 -0.624 -0.475 -0.229
H 4.9811 -9.6161 1.5739 0.368 0.876 -0.489
H 6.3790 -10.5489 1.0527 0.171 -0.018 0.124
C 7.5294 1.6431 -1.9020 0.089 -1.355 0.411
C 8.0833 2.2945 -0.6193 -1.596 -1.236 -0.671
C 6.9872 2.0777 0.4885 2.365 1.227 0.259
O 7.4186 0.8645 1.0704 -1.397 -0.273 -0.229
C 8.7455 0.6704 0.8528 -1.141 -1.787 1.648
O 9.3316 -0.1463 1.4868 0.629 0.983 -1.043
O 9.1331 1.4578 -0.1325 1.553 1.208 -1.070
H 6.7926 2.1748 -2.5010 0.293 0.574 0.121
H 6.9939 0.7513 -1.5556 -0.037 -0.046 -0.037
H 8.3172 1.2059 -2.5172 0.129 0.532 -0.179
H 8.4452 3.2933 -0.8423 0.126 0.116 0.611
H 6.0021 2.0945 0.0374 -0.198 -0.372 0.410
H 7.1526 2.7795 1.3118 -0.750 0.579 -0.345
C 5.2747 -7.7103 -1.4836 -1.128 -0.663 -1.490
C 4.7270 -7.1254 -0.2169 1.226 0.939 1.083
C 3.9373 -5.8471 -0.3720 1.057 1.229 -2.852
O 2.6021 -6.1620 -0.1013 -0.345 -0.244 1.264
C 2.5713 -7.3329 0.5827 -0.352 0.691 -1.252
O 1.5730 -7.7748 1.0512 0.266 -0.474 0.487
O 3.7807 -7.9226 0.5168 0.170 -0.990 0.352
H 4.4804 -7.7429 -2.2414 -0.086 -0.257 0.047
H 5.6995 -8.7141 -1.4326 -0.074 -0.004 0.476
H 6.0279 -7.0897 -1.9608 0.131 0.379 0.694
H 5.6135 -6.9066 0.3818 -0.359 -0.257 0.579
H 3.9613 -5.5811 -1.4370 -0.027 0.082 0.029
H 4.3649 -4.9589 0.0962 -0.407 -0.297 0.858
C 9.4843 -7.5803 -2.6917 -1.798 0.410 -0.553
C 8.7923 -7.2053 -4.0303 1.847 0.225 2.474
C 7.7623 -6.1531 -3.7888 0.025 0.680 0.309
O 8.0004 -5.2198 -4.8648 -0.141 0.311 0.179
C 9.2432 -5.4260 -5.3792 -1.091 -1.084 -1.136
O 9.6996 -4.8947 -6.3457 0.007 0.629 0.793
O 9.7926 -6.5048 -4.7983 -0.183 -0.797 -0.309
H 8.6272 -8.0396 -2.1816 0.720 -0.913 0.406
H 9.6555 -6.7145 -2.0499 0.448 0.241 -0.405
H 10.3836 -8.1583 -2.8754 -0.199 -0.392 0.353
H 8.3407 -8.1200 -4.4152 0.617 0.116 -1.108
H 7.9366 -5.6948 -2.8120 -0.005 0.465 -0.180
H 6.7510 -6.5498 -3.7530 -0.132 0.309 -0.728
```
Forces are in eV/Å.

Properties
Molar mass, g/mol: 1046.6
Charge: -1
Frontier orbital gap, eV: 6.53

---

Entry 2:
Density functional theory data (the ωB97M-V functional and the def2-TZVPD basis) for a molecular structure, C28H42BeBrFGeN2O4Si3.

Structure (XYZ):
```
83
Properties=species:S:1:pos:R:3:forces:R:3
Be -2.2269 -0.5832 0.1281 0.069 -0.041 0.038
C 2.6614 2.1774 4.1609 0.002 0.008 -0.002
C 1.6159 3.1507 3.6474 -0.013 -0.002 -0.005
C 2.2518 4.3831 3.0218 -0.002 0.004 -0.011
C 1.1814 5.4111 2.7033 -0.003 -0.015 0.008
C 0.0494 4.7922 1.9258 0.010 0.005 -0.010
C -0.8240 5.6202 1.2165 0.015 0.011 0.008
C -1.8559 5.0535 0.4923 -0.001 -0.019 0.009
F -2.6924 5.8700 -0.1708 -0.007 -0.006 0.001
C -2.0516 3.6984 0.4055 -0.009 0.031 -0.019
C -1.1648 2.8412 1.0849 0.015 -0.037 -0.012
C -1.2728 1.4460 0.9809 0.007 0.060 0.009
O -2.3335 0.8724 0.3807 -0.007 0.013 0.016
C -0.3022 0.6291 1.6634 -0.010 -0.072 0.008
C 0.5889 1.2275 2.5203 0.012 -0.008 0.004
N 0.6986 2.5450 2.6514 -0.006 0.027 0.015
C -0.1323 3.4188 1.8832 -0.005 -0.008 -0.001
C -0.1609 -0.7914 1.4379 -0.036 0.093 0.068
O 0.3902 -1.6246 2.1069 0.017 -0.014 -0.017
O -0.7685 -1.1957 0.2131 -0.004 -0.010 -0.120
H 3.3289 2.7220 4.8270 0.004 -0.004 -0.003
H 3.2604 1.7699 3.3431 0.000 0.002 0.006
H 2.2370 1.3551 4.7363 0.000 0.002 -0.001
H 0.9883 3.4780 4.4843 0.001 -0.007 0.004
H 2.7845 4.0847 2.1133 0.002 -0.004 0.003
H 2.9864 4.7932 3.7147 -0.001 0.004 0.000
H 1.5982 6.2386 2.1283 0.001 0.003 0.003
H 0.7961 5.8403 3.6331 0.000 0.002 -0.002
H -0.7005 6.6946 1.2282 0.000 -0.005 -0.001
H -2.8582 3.2908 -0.1857 0.007 -0.004 0.006
H 1.2609 0.6095 3.0947 -0.004 0.010 -0.002
O -6.5704 -4.3414 0.8780 -0.016 -0.016 0.015
C -5.5644 -3.4773 0.7718 0.022 0.024 -0.006
C -4.7855 -3.0592 1.8545 -0.005 -0.014 0.010
C -3.7729 -2.1635 1.6259 0.012 0.013 0.040
N -3.5015 -1.6746 0.4045 -0.005 -0.013 -0.061
C -4.2534 -2.0889 -0.6181 0.015 0.008 0.007
Br -3.7410 -1.3562 -2.2677 -0.019 -0.018 -0.038
C -5.2889 -2.9767 -0.5017 -0.030 -0.017 -0.038
H -6.6944 -4.6359 1.7893 -0.002 0.002 -0.008
H -4.9687 -3.4281 2.8544 0.006 0.006 0.000
H -3.1424 -1.8106 2.4322 -0.003 -0.004 0.002
H -5.8739 -3.2869 -1.3544 0.004 0.003 0.004
C -0.8056 1.6727 -2.5260 -0.032 -0.014 0.026
Si -0.0733 0.0687 -3.1393 -0.058 0.039 0.045
C -1.2120 -0.7506 -4.3981 0.034 0.000 0.016
C 1.5498 0.3731 -4.0259 0.003 -0.021 -0.054
Ge 0.5745 -1.3385 -1.2723 0.041 -0.006 0.050
Si 2.6884 -0.4936 -0.4493 0.021 0.055 0.007
C 2.7057 1.3815 -0.4471 -0.006 0.021 0.002
C 3.2631 -1.1305 1.2103 -0.020 -0.027 0.008
C 3.8721 -1.1841 -1.7333 0.017 -0.019 -0.002
Si 0.5567 -3.7193 -1.4912 -0.006 0.010 0.008
C 1.5504 -4.4295 -0.0797 0.004 -0.038 -0.007
C -1.2232 -4.2958 -1.3824 -0.013 -0.001 0.009
C 1.2995 -4.1407 -3.1563 -0.011 -0.021 0.000
H -0.9519 2.3573 -3.3659 0.015 -0.011 -0.009
H -0.1585 2.1649 -1.7965 -0.001 -0.002 0.000
H -1.7755 1.5157 -2.0490 0.021 0.025 0.004
H -0.8090 -0.5586 -5.3955 -0.029 0.005 -0.003
H -2.2150 -0.3196 -4.3721 0.018 -0.013 -0.021
H -1.2918 -1.8322 -4.2851 -0.017 -0.013 0.023
H 1.3384 1.0052 -4.8934 0.007 -0.004 0.004
H 1.9791 -0.5584 -4.4025 0.009 0.016 -0.008
H 2.3004 0.8801 -3.4215 -0.011 -0.008 0.004
H 1.9575 1.7872 0.2379 0.002 0.000 -0.027
H 2.5143 1.8018 -1.4355 -0.009 0.009 0.019
H 3.6877 1.7374 -0.1218 0.001 -0.008 -0.005
H 2.7058 -0.7182 2.0486 0.007 -0.003 0.000
H 4.3155 -0.8527 1.3227 -0.002 -0.003 -0.001
H 3.1893 -2.2164 1.2758 0.006 0.006 0.003
H 3.6076 -0.9409 -2.7616 0.001 -0.010 0.004
H 3.9386 -2.2714 -1.6441 -0.007 0.002 -0.012
H 4.8733 -0.7848 -1.5484 -0.011 0.004 0.008
H 1.1919 -4.0455 0.8775 -0.005 0.009 0.005
H 2.6087 -4.1766 -0.1707 0.001 -0.001 -0.005
H 1.4694 -5.5196 -0.0659 0.008 0.011 0.003
H -1.6689 -3.9912 -0.4317 0.007 -0.002 -0.012
H -1.2640 -5.3867 -1.4380 -0.015 0.007 0.004
H -1.8284 -3.8951 -2.1980 -0.010 0.004 -0.008
H 2.3226 -3.7704 -3.2480 0.002 -0.001 0.008
H 0.7137 -3.7187 -3.9757 -0.003 -0.004 -0.001
H 1.3272 -5.2251 -3.2908 0.008 0.012 -0.012
```
Forces are in eV/Å.

Properties
Molar mass, g/mol: 735.4
Charge: +1
2S+1: 2
Frontier orbital gap (alpha / beta), eV: 5.05 / 7.88

---

Entry 3:
Density functional theory data (the ωB97M-V functional and the def2-TZVPD basis) for a molecular structure, C28H42BrN3P2Pt.

Structure (XYZ):
```
77
Properties=species:S:1:pos:R:3:forces:R:3
C -0.6657 7.0292 -6.3107 0.350 1.673 0.262
C -0.8307 5.6890 -6.7198 0.178 -1.957 1.206
C -1.1503 5.4490 -8.0610 -0.601 0.130 -1.899
C -1.2446 6.5368 -8.9407 0.065 -1.643 0.188
N -1.0518 7.7922 -8.5555 -0.187 0.364 -0.050
C -0.7798 8.0465 -7.2717 0.313 -0.876 1.335
C -0.7289 4.5633 -5.8173 -0.388 1.932 -0.919
C -0.8774 3.7722 -4.8920 -0.286 1.934 -0.750
C -0.9194 3.2647 -3.5965 -0.159 -0.615 0.229
C 0.3413 3.3026 -2.9549 -0.241 -0.647 0.256
C 0.5441 2.3589 -1.9593 -0.765 -0.700 -0.384
C -0.5469 1.4803 -1.7099 0.505 0.761 -0.917
C -1.8847 1.6883 -2.0350 0.821 0.593 -0.610
C -2.0690 2.6234 -3.0774 0.214 -0.705 0.325
Pt 0.2398 -0.3698 -1.4384 -1.829 0.156 2.616
P 2.3246 -1.2314 -1.5163 2.669 -0.250 -0.191
H -1.3400 4.4326 -8.4124 0.114 0.382 0.054
H -0.4660 7.2901 -5.2660 -0.053 -0.161 -0.464
H -1.4855 6.3540 -9.9858 0.070 0.169 0.139
H -0.6472 9.0851 -6.9849 -0.028 -0.097 -0.074
H -3.0564 2.7874 -3.5326 0.536 -0.084 0.193
H 1.1340 3.9570 -3.3170 -0.214 -0.169 0.106
H -2.6531 1.0969 -1.5448 -0.175 0.227 -0.316
H 1.4842 2.2063 -1.4246 -0.200 0.272 -0.361
C 2.5344 -2.7359 -0.5020 -0.460 -0.263 0.527
C 3.3898 -3.8558 -1.1113 0.066 -0.037 -0.048
H 1.5166 -3.0655 -0.2222 0.495 -0.171 -0.106
H 3.0123 -2.4029 0.4391 -0.253 0.046 -0.362
H 3.4882 -4.6570 -0.3697 -0.049 0.157 -0.163
H 2.9399 -4.2880 -2.0114 0.096 0.060 0.152
H 4.4029 -3.5042 -1.3445 -0.271 -0.100 -0.015
C 2.6491 -1.5250 -3.3006 -0.196 -0.306 -0.005
C 3.4234 -0.4109 -4.0091 0.150 0.077 -0.236
H 1.6584 -1.6238 -3.7704 0.482 0.064 0.079
H 3.1348 -2.5078 -3.3995 -0.003 0.297 -0.003
H 3.3277 -0.5779 -5.0914 0.112 0.159 0.312
H 3.0157 0.5866 -3.7769 0.147 -0.312 -0.124
H 4.4963 -0.4272 -3.7671 -0.453 0.062 -0.052
C 3.6398 -0.0965 -0.8927 -0.484 0.592 0.019
C 5.0766 -0.6541 -0.9165 0.102 -0.285 -0.039
H 3.3511 0.1689 0.1400 0.108 -0.091 -0.370
H 3.5828 0.8360 -1.4819 0.002 -0.339 0.161
H 5.7715 0.1743 -0.7134 -0.253 -0.275 -0.040
H 5.2332 -1.4149 -0.1359 -0.072 0.250 -0.313
H 5.3534 -1.0839 -1.8918 -0.097 0.137 0.387
Br -1.0489 -1.8051 0.4677 0.089 -0.014 -0.772
P -2.1650 -2.4803 -3.3818 1.132 2.242 1.641
C -0.4471 -3.1082 -3.2563 -0.040 -0.689 -0.688
C -0.3109 -4.5697 -3.7513 0.068 -0.583 -0.006
H -0.0921 -2.9649 -2.2152 -0.459 -0.190 -0.154
H 0.1595 -2.4678 -3.9192 -0.664 -0.156 0.143
H 0.7410 -4.8016 -3.9894 -0.431 0.213 0.115
H -0.6457 -5.3083 -3.0069 0.027 0.363 -0.217
H -0.9024 -4.7136 -4.6686 0.324 -0.047 0.254
C -3.1534 -2.3537 -1.8636 -0.496 -0.195 -0.690
C -4.3876 -3.2587 -1.7634 -0.540 -0.526 0.444
H -3.4332 -1.2971 -1.7463 -0.041 -0.100 -0.433
H -2.4675 -2.5862 -1.0093 0.649 -0.336 -0.206
H -4.6677 -3.3780 -0.7144 0.090 0.038 -0.073
H -5.2596 -2.8362 -2.2656 0.222 0.114 -0.118
H -4.2063 -4.2539 -2.1713 0.044 0.052 0.113
C -2.2588 -0.9393 -4.3503 -0.205 0.104 -0.229
C -2.6821 -1.2586 -5.8043 -0.112 -0.141 -0.329
H -1.3041 -0.3843 -4.3111 -0.238 -0.414 0.007
H -3.0259 -0.3094 -3.8671 0.179 -0.391 -0.085
H -3.0356 -0.3510 -6.3072 0.056 -0.194 0.217
H -1.8558 -1.6599 -6.3995 -0.106 -0.002 0.188
H -3.4991 -1.9920 -5.8106 0.097 0.238 -0.168
N 0.4833 2.2370 2.0358 0.013 -1.661 -0.759
C 1.1456 1.1450 2.5848 -0.570 0.046 -1.106
C 1.1635 0.1763 1.6107 -0.217 0.613 0.248
N 0.5202 0.6861 0.4784 0.388 -0.105 0.416
C 0.0897 1.8925 0.7809 0.196 1.794 1.469
H 0.2554 3.1176 2.4762 0.081 -0.048 0.188
H 1.4795 1.1301 3.5954 0.278 0.004 0.427
H 1.5119 -0.8487 1.6473 0.044 0.333 0.084
H -0.4424 2.6480 0.1954 0.266 -0.774 0.343
```
Forces are in eV/Å.

Properties
Molar mass, g/mol: 757.6
Charge: +4
2S+1: 5
Frontier orbital gap (alpha / beta), eV: 3.72 / 3.87

---

Q: Number 1 is which compound?
A: C28H42AsCaF9NO23

---

Q: Which of these has the lowest molar mass?
A: C28H42BeBrFGeN2O4Si3

---

Q: The lowest charge belongs to which entry?
A: C28H42AsCaF9NO23

---

Q: What is the charge in the first record?
A: -1